# 1
# C5H13N2

An isolated ion of composition C5H13N2 and charge +1 at a distorted geometry (the ωB97M-V functional and the def2-TZVPD basis, OMol25).

Last column: Mulliken charge in e.
Geometry (Å):
N -0.400 -0.784 -2.277  -0.4821
N 2.000 0.874 0.114  -0.2205
C -0.367 0.687 1.215  -0.9432
C -0.534 0.125 -1.155  -0.8379
C -0.785 -0.260 0.153  0.6387
C -1.507 -1.452 0.596  -1.2862
C 1.207 0.801 1.370  -0.5930
H -0.364 -0.480 -3.268  0.2435
H 1.983 1.882 -0.125  0.3574
H -0.751 1.708 1.181  0.4856
H -1.926 -2.075 -0.208  0.3890
H 1.424 0.225 -0.530  0.3895
H -2.326 -1.197 1.268  0.3124
H -0.816 0.564 2.203  0.4903
H -0.710 -2.113 1.214  0.2349
H -0.994 -1.645 -2.174  0.2004
H 2.975 0.515 0.152  0.3917
H 1.119 1.700 1.931  0.3146
H -0.265 1.125 -1.411  0.5645
H 1.365 -0.251 1.838  0.3501

Computed properties:
Molecular weight, g mol⁻¹: 101.2
ΔE to the lowest compared entry with this formula, charge and spin, kJ/mol: 311.5
Total charge: +1
Lowest unoccupied orbital energy, eV: -3.384
HOMO level, eV: -11.9
E_tot, hartree: -307.50295
Spin multiplicity: 1
SMILES: C/C(=C\N)CC[NH3+]
Kohn-Sham gap, Ha: 0.3113



# 2
# C18H27CaCl2CsF9N4NaO9

C18H27CaCl2CsF9N4NaO9 as an isolated structure at a distorted geometry (the ωB97M-V functional and the def2-TZVPD basis, OMol25).

Last column: Mulliken charge in e.
Geometry (Å):
Cs 4.253 0.531 4.319  0.9973
Ca -0.599 -6.570 -4.053  1.2836
Cl 0.105 -3.283 2.500  -0.6780
Cl -6.581 -2.516 -4.019  -0.7870
Na 3.362 -6.709 -3.707  0.9635
F -8.985 -1.981 -1.313  -0.2849
F -6.300 -1.710 -1.686  -0.3058
F -8.995 -0.538 0.277  -0.3167
F -6.499 0.290 1.031  -0.3409
F 1.178 -2.230 -2.644  -0.2674
F -6.161 1.469 -0.782  -0.3477
F -7.754 -3.733 -0.135  -0.2625
F -6.600 -2.399 1.159  -0.2253
F -7.570 -0.006 -2.107  -0.3342
O 0.392 -4.773 -3.551  -0.7432
O 2.527 -5.060 -4.378  -0.8627
O 2.140 -2.926 -0.029  -0.3762
O -1.866 -3.212 0.739  -0.3847
O 8.217 7.933 0.915  -0.8289
O -2.997 -3.397 -1.094  -0.5587
O -3.769 0.575 0.249  -0.4806
O 1.175 -3.718 -5.382  -0.6220
O 1.991 -0.258 2.808  -0.2602
N -0.121 -0.730 -1.480  0.2407
N 1.193 -1.998 -0.347  0.7532
N 4.820 3.214 1.755  -0.3260
N -2.804 -3.623 0.092  0.8937
C 9.044 6.071 2.109  -1.2935
C 4.384 4.577 -0.410  -0.9687
C -0.298 -0.446 -0.129  0.1184
C 1.347 -4.492 -4.432  0.7300
C 0.776 -1.686 -1.553  -0.0063
C -3.803 -4.475 0.787  -0.6695
C -1.308 0.570 0.301  -0.9543
C 0.510 -1.240 0.620  -1.3202
C -6.129 0.219 -0.266  0.8908
C 4.628 3.803 0.796  0.3669
C 8.659 6.675 0.737  0.4609
C -2.619 -0.212 0.469  -0.0443
C 7.520 5.818 0.145  -1.0801
C -7.036 -0.741 -1.119  0.5984
C -8.205 -1.423 -0.367  0.6094
C 2.817 0.835 2.475  -0.7333
C -7.807 -2.589 0.578  0.0705
C -4.702 -0.279 -0.404  -0.4052
H -0.986 1.049 1.222  0.3261
H -2.608 -0.742 1.426  0.2875
H 0.567 -1.256 1.698  0.8491
H -4.766 -3.977 0.712  0.0505
H 9.377 5.026 2.003  0.2996
H -2.585 -0.986 -0.303  0.1582
H 4.537 5.633 -0.196  0.3758
H 9.543 6.517 0.072  0.1993
H 6.645 5.827 0.801  0.1031
H 8.195 6.083 2.796  0.2871
H -8.594 -2.745 1.318  0.2963
H 3.830 0.479 2.289  0.3170
H 7.222 6.187 -0.839  0.3512
H -4.682 -1.283 0.020  0.1238
H 2.435 1.316 1.581  0.3432
H 5.080 4.270 -1.187  0.3004
H 9.863 6.632 2.560  0.3260
H 2.817 1.547 3.295  0.3091
H 2.336 -0.681 3.604  0.0682
H -3.495 -4.584 1.820  0.3326
H 2.804 -2.428 0.464  0.3439
H -0.621 -0.284 -2.232  0.2968
H -4.433 -0.307 -1.460  0.4565
H 7.835 4.767 0.022  0.3417
H -3.824 -5.434 0.280  0.3247
H -1.384 1.324 -0.484  0.2927
H 3.363 4.422 -0.757  0.3312

Computed properties:
Molecular weight, g mol⁻¹: 881.3
ΔE to the lowest compared entry with this formula, charge and spin, kJ/mol: 114.5
Total charge: 0
Lowest unoccupied orbital energy, eV: -4.049
HOMO level, eV: -4.8
E_tot, hartree: -4276.91497
Spin multiplicity: 1
Kohn-Sham gap, Ha: 0.0294



# 3
# C8H12N2O7

One molecule with the formula C8H12N2O7 at a distorted geometry (the ωB97M-V functional and the def2-TZVPD basis, OMol25).

Last column: Mulliken charge in e.
Geometry (Å):
O 0.752 -1.016 -2.088  -0.8049
O 3.556 0.815 1.380  -0.6739
O 0.889 3.599 2.499  -0.5364
O 2.826 2.779 2.923  -0.5620
O -1.925 0.474 -3.120  -0.5198
O 3.193 -0.195 -0.548  -0.5273
O -3.748 0.143 -1.679  -0.4987
N 0.398 -0.385 0.224  -0.2859
N -1.917 -1.219 0.714  -0.7398
C -1.271 -1.764 -0.694  0.2063
C -2.682 -0.205 -2.096  0.4662
C 1.542 2.602 2.424  0.2069
C -2.152 -1.666 -1.898  -0.6816
C 2.690 0.424 0.556  0.7980
C 1.287 0.778 0.663  0.1408
C 0.923 1.378 1.964  -0.5409
C 0.126 -1.024 -0.939  0.5184
H -1.143 0.016 -3.533  0.3764
H 1.012 1.457 -0.133  0.2573
H -1.432 -1.936 -2.662  0.2909
H 2.372 -0.555 -1.195  0.3514
H -1.148 -2.878 -0.548  0.3455
H 1.172 0.768 2.855  0.3409
H -2.380 -2.047 1.268  0.2727
H -2.928 -2.504 -1.998  0.3667
H -2.720 -0.682 0.516  0.2454
H -0.394 -0.625 0.951  0.4290
H 3.346 1.922 2.447  0.4650
H -0.244 1.547 1.750  0.2932

Computed properties:
Molecular weight, g mol⁻¹: 248.2
ΔE to the lowest compared entry with this formula, charge and spin, kJ/mol: 386.9
Total charge: 0
Lowest unoccupied orbital energy, eV: -0.246
HOMO level, eV: -9.9
E_tot, hartree: -948.18557
Spin multiplicity: 1
SMILES: N[C@@H](CC(=O)O)C(=O)N[C@@H](CC(=O)O)C(=O)O
Kohn-Sham gap, Ha: 0.3565



# 4
# C30H37ClNO3SiTa

C30H37ClNO3SiTa as an isolated structure at a distorted geometry (the ωB97M-V functional and the def2-TZVPD basis, OMol25).

Last column: Mulliken charge in e.
Geometry (Å):
Ta 0.344 0.410 -1.109  1.2340
Cl 3.256 0.085 -6.507  -0.1322
Si -2.355 -0.215 0.628  -0.9620
O 2.106 4.081 -1.272  -0.4625
O 2.844 0.719 -0.728  -0.4152
O 0.958 2.160 -1.315  -0.9047
N 0.306 0.617 1.204  1.0782
C 2.870 -1.551 -2.901  -0.6625
C 3.367 -1.166 -4.122  -0.7841
C -2.139 -2.061 0.690  1.2260
C 3.894 1.923 -2.597  -1.6005
C -1.113 0.667 1.747  -0.8819
C 1.276 -0.106 -4.703  -1.1558
C 2.127 2.904 -1.222  0.0874
C 1.533 -1.279 -2.559  0.6164
C 0.925 -1.601 -1.247  -0.9941
C -1.696 0.433 -1.071  -0.6967
C -1.809 -4.076 2.001  -0.7121
C -2.336 -2.866 -0.437  -0.4993
C 3.356 2.008 -1.175  1.4646
C -6.722 1.146 1.325  -0.4998
C -4.087 0.332 0.919  0.8881
C -5.121 -0.607 0.962  -0.1818
C -1.889 -2.694 1.913  -0.2180
C 1.039 -0.570 1.811  -0.7751
C -4.398 1.688 1.081  -0.5220
C 1.008 1.880 1.650  -0.3258
C -5.706 2.093 1.285  -0.7540
C 1.153 1.996 3.160  -0.7396
C -2.257 -4.248 -0.356  -0.7197
C 0.755 -0.566 -3.485  -0.2478
C 1.950 0.816 3.705  -0.8369
C -6.431 -0.201 1.164  -0.7542
C 4.401 2.535 -0.206  -1.6030
C -1.987 -4.853 0.864  -0.6280
C 1.258 -0.485 3.317  -0.6460
C 2.580 -0.420 -5.017  0.1106
H 0.468 -1.463 1.555  0.2267
H -1.929 -5.930 0.933  0.4383
H 3.484 -2.136 -2.227  0.6129
H 3.548 0.066 -0.824  0.3432
H 4.649 3.563 -0.466  0.4071
H 4.779 1.284 -2.631  0.4895
H -1.129 0.261 2.754  0.2100
H 2.006 1.857 1.214  -0.5082
H -0.068 -2.064 -1.371  0.4635
H -2.419 -4.854 -1.237  0.4680
H 0.656 0.429 -5.409  0.5412
H -7.224 -0.935 1.200  0.4202
H 2.961 0.834 3.284  0.2597
H 1.657 2.942 3.364  0.5053
H -4.903 -1.663 0.849  0.3283
H 2.061 0.886 4.786  0.4654
H 0.177 2.058 3.644  0.3236
H 5.309 1.936 -0.277  0.4321
H 0.455 2.721 1.232  0.6047
H -1.766 -2.109 2.818  0.3941
H -3.618 2.443 1.050  0.2472
H 4.377 -1.426 -4.411  0.5021
H 1.503 -2.196 -0.548  0.5852
H -2.158 -0.180 -1.856  0.6891
H -2.079 1.457 -1.188  0.6959
H 3.139 1.536 -3.282  0.1615
H 1.850 -1.355 3.604  0.5179
H 4.184 2.919 -2.928  0.4952
H -1.621 -4.547 2.956  0.4603
H -1.396 1.715 1.849  0.7360
H -7.744 1.461 1.484  0.4188
H 2.011 -0.617 1.316  0.5278
H 0.314 -0.578 3.856  0.2336
H -2.581 -2.417 -1.396  0.4906
H -0.327 -0.486 -3.330  0.7344
H 4.048 2.517 0.823  0.2712
H -5.936 3.141 1.413  0.4173

Computed properties:
Molecular weight, g mol⁻¹: 704.1
ΔE to the lowest compared entry with this formula, charge and spin, kJ/mol: 50.6
Total charge: +2
Lowest unoccupied orbital energy, eV: -7.544
HOMO level, eV: -14.1
E_tot, hartree: -2252.06075
Spin multiplicity: 1
Kohn-Sham gap, Ha: 0.2392



# 5
# C23H26Cl3IrN5OSiTe

C23H26Cl3IrN5OSiTe as an isolated structure (the ωB97M-V functional and the def2-TZVPD basis, OMol25).

Last column: Löwdin spin population.
Geometry (Å):
Ir -0.566 0.146 0.628  1.2401
Te -1.010 -1.963 2.753  0.6636
Cl -2.939 0.841 -1.983  0.0078
Cl -4.255 0.361 1.020  0.0055
Cl -3.202 -2.195 -0.705  0.0080
Si -2.752 -0.231 -0.261  0.0427
O -0.245 -3.432 0.606  0.2578
N -0.016 -1.398 -0.280  1.0004
N 3.333 1.717 1.906  0.0439
N -1.885 2.654 2.074  0.0282
N 5.303 0.271 2.302  0.0210
N 1.216 1.104 0.892  0.0812
C -1.411 1.748 1.549  0.0383
C 0.526 -3.314 -1.687  0.0235
C 2.173 -1.212 3.370  0.0162
C 0.054 -2.771 -0.383  0.1084
C 3.530 -5.589 5.319  0.0028
C -3.679 -2.439 4.119  0.0153
C -4.113 -3.026 2.811  0.0221
C 1.185 -5.234 4.479  0.0013
C 0.499 -3.140 3.579  0.0641
C 1.775 -2.601 3.764  0.0174
C -4.558 -2.405 5.189  -0.0009
C 2.463 -4.731 4.709  0.0147
C -1.154 -5.087 3.634  0.0151
C 4.379 0.928 2.088  0.0026
C -2.388 -1.935 4.328  0.0896
C 2.737 -3.421 4.341  -0.0004
C 0.182 -4.464 3.907  0.0206
C -0.587 -0.881 5.812  0.0181
C -4.185 -1.900 6.432  0.0114
C -1.965 -1.421 5.556  0.0274
C -5.158 -1.896 7.570  0.0022
C 2.266 1.345 1.370  0.0242
C -2.895 -1.411 6.591  0.0044
H -6.100 -1.434 7.274  0.0006
H -1.937 -4.677 4.275  0.0015
H 4.024 -5.067 6.138  0.0006
H -4.765 -1.355 8.428  0.0000
H -4.040 -2.307 1.997  0.0064
H 2.856 -0.789 4.106  0.0016
H 3.728 -3.014 4.505  0.0002
H -3.517 -3.900 2.537  0.0043
H 2.703 -1.228 2.416  0.0004
H 0.399 -4.393 -1.703  0.0035
H 0.116 -1.679 6.056  0.0002
H 3.121 -6.522 5.700  0.0000
H -5.561 -2.791 5.050  -0.0001
H -2.597 -1.001 7.548  0.0012
H -2.313 3.436 2.531  0.0008
H -0.613 -0.185 6.648  0.0013
H -0.179 -0.337 4.956  0.0108
H 0.966 -6.261 4.742  0.0004
H -0.025 -2.848 -2.502  0.0033
H -5.152 -3.345 2.863  0.0016
H 1.329 -0.527 3.269  0.0121
H -5.381 -2.915 7.889  0.0007
H -1.107 -6.159 3.813  0.0012
H -1.453 -4.952 2.591  0.0061
H 4.294 -5.833 4.579  0.0010
H 1.580 -3.063 -1.818  0.0017

Computed properties:
Molecular weight, g mol⁻¹: 842.8
ΔE to the lowest compared entry with this formula, charge and spin, kJ/mol: 0.0
Total charge: +1
Lowest unoccupied orbital energy (spin up / spin down), eV: -2.757 / -6.101
HOMO level (spin up / spin down), eV: -11.6 / -11.6
E_tot, hartree: -3283.27104
Spin multiplicity: 5
Kohn-Sham gap (spin up / spin down), Ha: 0.3251 / 0.2007



# 6
# C5H4NO3

An isolated ion of composition C5H4NO3 and charge -1 at a distorted geometry (the ωB97M-V functional and the def2-TZVPD basis, OMol25).

Last column: Mulliken charge in e.
Geometry (Å):
O 0.947 1.329 -2.575  -0.7138
O -0.620 1.347 1.891  -0.7367
O 1.265 -1.310 -1.457  -0.6501
N 0.722 1.066 -1.381  0.6679
C 0.657 -0.387 -0.907  0.2041
C -0.220 0.883 0.820  0.6123
C -0.224 -0.344 0.246  0.1547
C 0.474 1.821 -0.332  -0.5456
C -0.674 -1.557 0.959  -1.0990
H 0.112 2.716 -0.591  0.3289
H -1.716 -1.736 0.593  0.2175
H -0.714 -1.421 2.070  0.2813
H -0.009 -2.407 0.662  0.2786

Computed properties:
Molecular weight, g mol⁻¹: 126.1
ΔE to the lowest compared entry with this formula, charge and spin, kJ/mol: 258.4
Total charge: -1
Lowest unoccupied orbital energy (spin up / spin down), eV: 3.997 / 3.995
HOMO level (spin up / spin down), eV: -3.7 / -3.7
E_tot, hartree: -473.36969
Spin multiplicity: 1
SMILES: CC1=C([O-])[N+]([O-])=CC1=O
Kohn-Sham gap (spin up / spin down), Ha: 0.2840 / 0.2840



# 7
# C22H28N4O

One molecule with the formula C22H28N4O (the ωB97M-V functional and the def2-TZVPD basis, OMol25).

Last column: Mulliken charge in e.
Geometry (Å):
O -3.253 2.870 -1.114  -0.6846
N -2.556 4.351 0.434  -0.1762
N 0.405 -3.592 -0.124  -1.3418
N 1.492 -2.796 -0.197  0.6778
N 1.906 -0.488 -0.774  -0.4810
C -0.880 3.018 -0.656  -0.7118
C 1.124 -1.543 -0.583  -0.0748
C -5.644 4.834 2.610  -1.2363
C -0.912 -0.365 -1.161  0.6756
C -0.085 0.731 -1.387  0.6339
C -0.646 2.056 -1.836  -1.8616
C -0.656 -2.895 -0.443  0.6640
C 2.878 -4.638 0.482  -0.7102
C -4.247 4.360 2.233  -0.1817
C -0.282 -1.552 -0.756  0.6345
C 2.758 -3.307 0.092  1.1562
C 5.267 -4.380 0.680  0.8996
C 5.131 -3.052 0.289  -0.9154
C 1.307 0.620 -1.171  0.3128
C -2.350 3.382 -0.486  0.4918
C 3.895 -2.512 -0.005  -0.3589
C 6.623 -4.944 0.983  -1.3788
C 4.123 -5.161 0.772  -0.9355
C -3.874 4.804 0.817  -0.8602
C 2.233 1.779 -1.389  -1.3835
C -2.395 -0.322 -1.354  -1.6800
C -1.995 -3.541 -0.454  -1.4638
H -2.483 -3.400 -1.417  0.3523
H -4.571 4.376 0.094  0.3472
H -5.895 4.515 3.618  0.3591
H 3.237 1.482 -1.099  0.3278
H 2.245 2.068 -2.439  0.3639
H -2.880 -1.054 -0.717  0.3814
H 7.224 -4.991 0.075  0.3017
H 0.036 2.513 -2.553  0.5522
H 7.149 -4.313 1.698  0.3411
H -4.201 3.270 2.284  0.2406
H 6.012 -2.431 0.212  0.3830
H 1.930 2.641 -0.799  0.2560
H 1.988 -5.242 0.552  0.3690
H -3.914 5.896 0.746  0.3606
H 4.205 -6.195 1.074  0.3102
H -2.633 -3.123 0.324  0.3174
H -5.703 5.920 2.568  0.3136
H 3.795 -1.482 -0.307  0.6159
H -0.317 3.944 -0.787  0.5059
H -1.599 1.907 -2.344  0.7270
H -2.807 0.658 -1.134  0.2556
H 6.544 -5.948 1.394  0.3347
H -3.518 4.762 2.942  0.3193
H -2.635 -0.563 -2.390  0.2685
H -6.381 4.424 1.924  0.3255
H -1.870 -4.604 -0.268  0.3582
H -1.776 4.699 0.969  0.2632
H -0.549 2.555 0.278  0.4386

Computed properties:
Molecular weight, g mol⁻¹: 364.5
ΔE to the lowest compared entry with this formula, charge and spin, kJ/mol: 57.4
Total charge: 0
Lowest unoccupied orbital energy, eV: 0.619
HOMO level, eV: -7.6
E_tot, hartree: -1149.43878
Spin multiplicity: 1
SMILES: CCCNC(=O)CCc1c(C)nc2c(c(C)nn2-c2ccc(C)cc2)c1C
Kohn-Sham gap, Ha: 0.3032



# 8
# C7H13Cl

One molecule with the formula C7H13Cl at a distorted geometry (the ωB97M-V functional and the def2-TZVPD basis, OMol25).

Last column: Mulliken charge in e.
Geometry (Å):
Cl -1.208 -2.247 1.785  -0.2226
C 0.333 -0.006 -1.730  -1.7221
C 0.259 -1.886 0.703  -1.0341
C -1.592 0.097 -0.337  -1.8947
C 1.278 0.039 1.711  -0.9831
C 0.239 2.015 -0.190  -1.6604
C 0.562 -0.401 0.686  0.1542
C -0.128 0.486 -0.346  2.4136
H -1.968 -0.065 0.703  0.3445
H 0.906 -2.481 1.271  0.4802
H 0.535 -1.092 -1.784  0.3575
H -0.390 2.522 0.690  0.2800
H -0.442 0.226 -2.331  0.5181
H -0.095 -2.528 -0.153  0.2744
H 1.310 1.981 0.114  0.4382
H -2.284 0.746 -0.814  0.4917
H -0.052 2.505 -1.125  0.4172
H -1.780 -0.700 -0.973  0.4938
H 1.335 0.451 -2.052  0.3340
H 1.467 1.068 1.706  0.2778
H 1.714 -0.730 2.466  0.2420

Computed properties:
Molecular weight, g mol⁻¹: 132.6
ΔE to the lowest compared entry with this formula, charge and spin, kJ/mol: 162.0
Total charge: 0
Lowest unoccupied orbital energy, eV: 0.852
HOMO level, eV: -9.7
E_tot, hartree: -734.63253
Spin multiplicity: 1
SMILES: C=C(CCl)C(C)(C)C
Kohn-Sham gap, Ha: 0.3873